65
Properties=species:S:1:pos:R:3:forces:R:3 method="wB97M-V/def2-TZVPD" e_homo_ev="-11.2609 / -11.2602" molar_mass_g_mol=956.0 s_squared=0.757 total_charge=+1 spin_multiplicity=2 e_above_lowest_kj_mol=0.0
Rh -1.4048 -0.6320 -1.3765 0.0 -0.5 0.5
C 1.2071 -1.3341 -4.2325 0.1 -0.1 0.1
C 1.7310 -2.1095 -3.1835 0.0 0.1 -0.1
C 1.6697 -1.6676 -1.8837 0.0 0.0 0.0
C 1.1038 -0.4103 -1.5836 -0.3 0.0 -0.1
C 0.5461 0.3371 -2.6315 0.0 0.1 -0.1
C 0.6113 -0.1278 -3.9606 0.0 0.0 0.1
Ge 0.9713 0.3193 0.2218 0.2 0.2 0.3
C 2.0021 -0.9684 1.4657 0.0 -0.1 0.1
C 3.2514 -1.4528 1.0974 0.0 0.0 0.0
C 3.8153 -2.4819 1.8383 0.0 0.0 0.0
C 3.1642 -2.9568 2.9681 0.0 0.0 0.0
C 1.9482 -2.4118 3.3649 0.0 0.0 0.0
C 1.3661 -1.3908 2.6291 0.0 0.0 0.0
C 2.4701 1.5050 0.9784 0.2 -0.2 -0.1
C 3.4333 1.8250 0.0268 0.0 0.0 0.0
C 4.3452 2.8261 0.3248 0.0 0.0 0.0
C 4.3211 3.4408 1.5714 0.0 0.0 0.0
C 3.3899 3.0593 2.5272 0.0 0.0 0.0
C 2.4688 2.0587 2.2475 0.0 0.0 0.0
H 1.2755 -1.6904 -5.2521 0.0 0.0 0.0
H 2.1856 -3.0669 -3.4016 0.0 0.0 0.0
H 2.0527 -2.2917 -1.0886 0.0 0.0 0.0
H 0.2153 1.3491 -2.4369 0.0 0.0 0.0
H 0.2107 0.4822 -4.7608 0.0 0.0 0.0
H 3.7794 -1.0501 0.2423 0.0 0.0 0.0
H 4.7724 -2.8938 1.5470 0.0 0.0 0.0
H 3.6172 -3.7425 3.5581 0.0 0.0 0.0
H 1.4539 -2.7777 4.2555 0.0 0.0 0.0
H 0.4205 -0.9657 2.9359 0.0 0.0 0.0
H 3.4582 1.3472 -0.9466 0.0 0.0 0.0
H 5.0767 3.1216 -0.4160 0.0 0.0 0.0
H 5.0459 4.2094 1.8041 0.0 0.0 0.0
H 3.3875 3.5283 3.5021 0.0 0.0 0.0
H 1.7596 1.7424 2.9988 0.0 0.0 0.0
F -0.5083 1.3123 2.5987 0.0 -0.1 -0.1
Te -2.0479 0.8627 1.6091 -0.2 0.1 0.3
F 0.1485 1.8951 -0.1893 -0.1 0.0 -0.1
F -2.9196 1.7799 3.0524 0.0 -0.2 0.0
F -3.0629 -1.0859 -0.4211 0.2 0.2 -0.2
F -2.4194 -0.6971 2.5625 0.0 0.1 0.0
O -0.7044 -0.3208 0.6525 0.0 0.5 -0.5
N -2.2407 -3.6911 0.8491 -0.1 -0.1 0.0
C -1.7550 -3.3799 -0.3557 -0.1 -0.3 0.1
O -0.6072 -3.0025 -0.5326 0.2 0.3 -0.1
C -2.7049 -3.6189 -1.5177 -0.1 -0.2 0.0
I -2.1645 -2.3561 -3.1338 0.0 0.0 -0.2
H -1.6631 -3.4918 1.6503 0.0 0.0 0.0
H -3.2226 -3.8457 0.9968 0.0 0.0 0.0
H -3.7363 -3.4041 -1.2623 0.0 0.0 0.0
H -2.5956 -4.6349 -1.8937 0.0 0.0 0.1
Cl -4.8257 4.4208 1.8849 0.0 0.0 0.0
C -4.1677 3.4086 0.6559 -0.1 0.0 0.0
C -4.8588 2.2663 0.2662 0.0 0.0 0.0
C -4.3201 1.4520 -0.7145 0.1 0.0 0.0
C -3.0906 1.7570 -1.3158 -0.1 0.2 0.0
C -2.5107 0.8515 -2.3221 0.0 0.0 0.1
C -2.4392 2.9313 -0.9331 0.0 -0.1 0.0
C -2.9614 3.7489 0.0591 0.0 0.0 0.0
H -5.8045 2.0280 0.7328 0.0 0.0 0.0
H -4.8420 0.5518 -1.0088 0.0 0.0 0.0
H -1.8505 1.3504 -3.0274 0.0 0.0 0.1
H -3.3001 0.3327 -2.8610 0.1 -0.1 0.0
H -1.4993 3.1995 -1.3940 0.0 0.0 0.0
H -2.4482 4.6510 0.3618 0.0 0.0 0.0

69
Properties=species:S:1:pos:R:3:forces:R:3 method="wB97M-V/def2-TZVPD" e_homo_ev="-7.6020 / -7.6042" molar_mass_g_mol=660.6 s_squared=6.061 spin_multiplicity=5 e_above_lowest_kj_mol=33.4
Mn -0.4084 0.1632 0.5017 0.1 0.0 0.3
O 0.8193 1.3981 1.1447 0.0 0.1 -0.1
C 1.3757 2.3100 0.3716 0.0 0.0 0.0
C 1.5843 3.6013 0.8830 0.0 0.0 0.0
C 2.1734 4.5801 0.1128 0.0 0.0 0.0
C 2.6021 4.3125 -1.1910 0.0 0.0 0.0
C 2.4340 3.0427 -1.6982 0.0 0.0 0.0
C 1.8073 2.0384 -0.9471 0.0 0.0 0.0
C 1.7300 0.6883 -1.4584 0.0 0.0 0.0
N 0.9723 -0.1967 -0.9305 -0.1 -0.1 0.0
N 1.1226 -1.5090 -1.3098 0.0 0.0 0.0
C 0.6981 -2.2823 -0.3299 0.1 0.0 -0.1
O 0.2180 -1.8575 0.7697 0.0 0.1 0.1
C 0.8164 -3.7526 -0.5370 0.0 -0.1 0.0
C 0.1321 -4.6083 0.3193 0.1 0.2 0.0
C 0.2026 -5.9828 0.1495 0.0 0.0 0.0
C 0.9744 -6.5103 -0.8760 0.0 0.0 0.0
C 1.6659 -5.6600 -1.7306 0.0 0.0 0.0
C 1.5861 -4.2863 -1.5666 0.0 0.0 0.0
H 1.2634 3.7971 1.8977 0.0 0.0 0.0
H 2.3137 5.5696 0.5300 0.0 0.0 0.0
H 3.0779 5.0830 -1.7820 0.0 0.0 0.0
H 2.7921 2.7992 -2.6929 0.0 0.0 0.0
H 2.3938 0.3723 -2.2602 0.0 0.0 0.0
H -0.4704 -4.1767 1.1092 0.3 -0.1 -0.3
H -0.3473 -6.6374 0.8137 0.0 0.0 0.0
H 1.0373 -7.5826 -1.0109 0.0 0.0 0.0
H 2.2692 -6.0715 -2.5297 0.0 0.0 0.0
H 2.1131 -3.6142 -2.2291 0.0 0.0 0.0
C -4.2948 2.2476 2.0043 0.0 0.0 0.0
N -3.4353 2.7228 0.9258 0.0 0.0 0.0
C -3.8447 3.6586 0.0357 0.0 0.0 0.0
C -3.0897 4.0037 -1.0262 0.0 0.0 0.0
C -1.8397 3.3289 -1.1730 0.0 0.1 0.0
N -1.4667 2.3850 -0.3293 -0.1 0.0 0.0
C -2.2642 2.0487 0.6900 0.0 0.0 0.0
O -1.9442 1.1052 1.4553 0.0 0.0 -0.2
N -0.9943 3.6504 -2.1580 -0.1 -0.1 0.0
H -5.0886 2.9733 2.1616 0.0 0.0 0.0
H -3.7081 2.1340 2.9116 0.0 0.0 0.0
H -4.7197 1.2814 1.7327 0.0 0.0 0.0
H -4.8046 4.1119 0.2392 0.0 0.0 0.0
H -3.4156 4.7615 -1.7212 0.0 0.0 0.0
H -1.2331 4.3378 -2.8471 0.0 0.0 0.0
H -0.0891 3.2062 -2.1860 0.0 0.0 0.0
N 0.3574 -2.9822 3.5543 0.0 0.1 0.1
C -0.5450 -1.9798 3.4986 -0.4 -0.1 0.0
N -1.8317 -2.3498 3.2782 0.3 0.3 0.1
S -0.1104 -0.3797 3.7548 0.0 -0.1 -0.1
H 0.1464 -3.8646 3.1159 0.0 0.0 0.0
H 1.3188 -2.6896 3.5230 0.0 0.0 0.0
H -2.0686 -3.2566 2.8926 0.2 0.2 0.2
H -2.4814 -1.5988 3.1243 0.1 0.1 0.1
O -3.6793 0.3975 -1.0093 0.2 -0.1 0.1
C -3.0701 -0.6192 -0.6910 -0.3 0.1 0.1
O -1.8198 -0.7710 -0.4666 0.6 0.5 -0.2
C -3.8124 -1.9046 -0.4709 -0.5 0.0 -0.2
C -5.1145 -2.0719 -0.9268 0.1 -0.1 0.1
C -5.7859 -3.2682 -0.7008 0.1 -0.1 0.1
C -5.1626 -4.2908 0.0072 -0.1 0.1 -0.1
C -3.8759 -4.0736 0.4725 -0.1 -0.3 -0.1
C -3.1855 -2.9130 0.2323 0.4 0.0 0.1
N -3.2161 -5.1176 1.2687 -0.7 -0.1 0.3
O -2.2608 -4.7749 1.9516 -0.2 -0.7 0.0
O -3.6972 -6.2313 1.2714 0.4 0.2 -0.1
H -5.5789 -1.2555 -1.4624 0.0 0.0 0.0
H -6.7939 -3.4065 -1.0678 0.0 0.0 0.0
H -5.6541 -5.2303 0.2097 0.0 0.0 0.0
H -2.1675 -2.7754 0.5730 0.0 0.0 0.0

67
Properties=species:S:1:pos:R:3:forces:R:3 method="wB97M-V/def2-TZVPD" e_homo_ev=-1.9123 molar_mass_g_mol=671.2 total_charge=-2
Rb 0.1022 -0.9789 -0.2063 -0.2 0.2 0.1
N 2.7711 2.6327 3.6409 0.3 -0.1 0.0
C 1.6807 2.6322 2.7631 -0.3 0.3 -0.2
S 0.1490 2.8500 3.4395 -0.8 -0.1 0.3
N 1.9882 2.6531 1.5114 1.8 0.4 0.2
N 1.3268 2.3460 0.4391 -1.1 -0.4 -0.8
C 1.3254 3.1585 -0.5800 0.3 0.1 1.3
C 1.8631 4.5351 -0.4708 0.3 0.0 0.2
C 1.3383 5.4353 0.4526 -0.1 -0.1 -0.1
C 1.8940 6.6941 0.5977 0.0 0.2 0.0
C 2.9889 7.0710 -0.1643 0.1 0.1 0.0
C 3.5304 6.1731 -1.0707 0.1 0.1 -0.2
C 2.9632 4.9220 -1.2331 -0.1 0.0 0.1
C 0.8633 2.6886 -1.8624 -0.5 -0.1 -0.8
C 0.5833 3.5982 -2.9008 0.1 -0.1 0.3
C 0.1982 3.1162 -4.1312 0.0 -0.3 -0.2
C 0.0973 1.7424 -4.3184 -0.1 0.1 0.0
C 0.3621 0.9209 -3.2296 -0.1 -0.1 -0.5
N 0.7237 1.3693 -2.0459 0.2 0.1 0.3
H 2.5086 2.3250 4.5645 0.0 0.0 -0.1
H 3.5869 2.1694 3.2644 0.0 0.0 0.0
H 0.4832 5.1412 1.0429 0.0 -0.1 0.2
H 1.4730 7.3935 1.3086 0.0 0.0 0.1
H 3.4254 8.0583 -0.0481 0.0 -0.1 0.0
H 4.4010 6.4537 -1.6534 0.0 0.0 0.0
H 3.3723 4.2231 -1.9499 0.1 -0.1 0.0
H 0.6752 4.6605 -2.7259 0.0 0.0 0.0
H -0.0235 3.7965 -4.9449 0.0 0.0 0.0
H -0.2144 1.3262 -5.2660 0.0 -0.1 0.0
H 0.2951 -0.1596 -3.3245 0.0 0.0 -0.1
C -4.9502 -0.3440 2.3353 0.3 0.0 -0.3
C -3.5704 -0.7060 1.8301 -1.1 0.5 -0.9
N -3.2305 -0.5498 0.5886 0.8 -0.9 0.2
N -4.0456 0.0923 -0.2176 -0.8 1.7 0.5
C -4.2177 -0.1265 -1.4869 -0.2 -0.5 -0.1
N -4.7358 0.9409 -2.2161 -0.1 0.2 0.0
S -4.0669 -1.5866 -2.3271 0.4 -0.7 -0.3
C -2.6035 -1.2568 2.7486 0.6 -0.4 0.6
C -2.7417 -1.1253 4.1466 -0.1 0.1 -0.4
C -1.7991 -1.6936 4.9745 0.2 -0.2 0.0
C -0.7494 -2.4117 4.4148 -0.1 0.2 0.2
C -0.6872 -2.4856 3.0304 0.3 -0.3 0.4
N -1.5661 -1.9274 2.2269 -0.2 0.1 -0.3
H -5.6203 -0.3406 1.4770 0.0 0.1 0.1
H -4.9509 0.6550 2.7745 -0.1 0.1 0.1
H -5.3172 -1.0639 3.0669 0.1 0.0 0.1
H -5.1030 1.6989 -1.6598 0.0 0.0 0.1
H -5.3087 0.6498 -2.9965 0.2 0.1 0.2
H -3.5585 -0.5597 4.5740 0.0 0.0 -0.1
H -1.8751 -1.5792 6.0507 0.0 0.0 0.0
H 0.0049 -2.8697 5.0370 0.1 -0.1 0.0
H 0.1015 -3.0456 2.5413 0.2 0.0 0.0
O 2.2379 -2.0661 -1.9506 -0.2 -1.1 0.3
N 2.2383 -3.3304 -2.0490 0.1 1.1 -0.3
N 1.7427 -3.9909 -1.0484 0.4 0.5 -0.2
O 1.2756 -3.4920 0.0428 -0.3 0.4 0.5
C 1.6606 -5.3667 -1.2584 -0.1 -1.1 -0.2
C 2.4037 -5.9949 -2.2628 0.0 0.1 0.0
C 2.2365 -7.3447 -2.4954 0.0 -0.1 0.0
C 1.3454 -8.0900 -1.7338 -0.1 -0.2 0.0
C 0.6333 -7.4716 -0.7160 0.1 -0.2 -0.1
C 0.7949 -6.1237 -0.4666 0.1 0.5 0.0
H 3.0897 -5.4084 -2.8542 0.0 0.0 0.0
H 2.8118 -7.8275 -3.2762 0.0 0.0 0.0
H 1.2051 -9.1445 -1.9383 0.0 0.0 0.0
H -0.0607 -8.0462 -0.1166 0.0 0.0 0.0
H 0.2445 -5.6155 0.3117 0.0 0.0 0.0

61
Properties=species:S:1:pos:R:3:forces:R:3 method="wB97M-V/def2-TZVPD" e_homo_ev=-6.2240 molar_mass_g_mol=503.6 e_above_lowest_kj_mol=701.2
C -2.0858 1.2440 3.5651 -0.2 1.0 0.0
N -1.9740 -0.1628 3.9020 -0.2 -0.7 -0.1
C -2.6404 -0.7235 4.9832 0.4 0.1 -0.4
C -2.2328 -2.0079 5.0795 0.5 0.1 -0.6
N -1.3267 -2.2301 4.0503 -0.7 0.8 0.0
C -0.6460 -3.4953 3.8521 0.3 -1.0 -0.3
C -1.2148 -1.1100 3.2959 -0.5 -0.3 2.0
C -0.2690 -0.9196 2.1845 2.3 -0.5 -3.0
C -0.5850 0.1009 1.1759 -0.6 -1.2 0.8
C 0.4394 0.7253 0.5362 0.8 -0.2 -0.3
C 0.3847 2.1474 0.2130 -0.2 0.8 -0.9
C 1.5384 2.9484 0.4071 -0.5 -0.6 0.2
C 1.4512 4.3358 0.3418 -0.3 0.0 -0.2
C 0.2393 4.9406 -0.0268 0.2 -0.3 0.1
C -0.8746 4.1498 -0.3299 0.0 -0.1 0.0
C -0.8158 2.7618 -0.1990 0.5 0.2 0.2
O 0.7896 -1.5849 2.1369 -1.7 0.9 1.1
H -1.3405 1.5340 2.8192 -0.2 -0.2 0.2
H -3.0900 1.4649 3.1741 0.3 -0.1 0.1
H -1.9268 1.8501 4.4695 -0.1 -0.3 -0.2
H -3.3313 -0.1648 5.5915 0.1 0.1 -0.1
H -2.4886 -2.7737 5.7911 0.0 0.0 -0.1
H 0.1429 -3.3688 3.1059 -0.2 0.0 0.2
H -0.2051 -3.8184 4.8048 -0.1 0.2 -0.3
H -1.3599 -4.2615 3.5166 0.2 0.3 0.1
H -1.6395 0.3197 0.9807 0.4 0.5 0.5
H 1.4313 0.2672 0.5272 -0.2 0.2 0.5
H 2.4769 2.4394 0.6450 -0.3 0.3 0.0
H 2.3309 4.9419 0.5725 -0.3 -0.2 -0.2
H 0.1703 6.0274 -0.0732 0.0 -0.3 -0.1
H -1.8005 4.6172 -0.6695 0.3 -0.1 0.1
H -1.6828 2.1338 -0.4261 0.2 0.3 0.1
C -0.2170 3.5669 -4.9514 0.1 -0.1 0.2
C -0.1813 2.2980 -5.5385 0.1 0.0 0.1
C 0.4586 1.2414 -4.8894 0.0 0.1 0.1
C 1.1000 1.4742 -3.6715 -0.1 0.2 0.1
S 1.9350 0.1253 -2.8157 -0.7 1.2 -0.4
C 0.6601 -0.5761 -1.8868 -0.3 -0.1 0.1
C 0.7469 -1.9067 -1.4383 0.1 -0.3 0.3
C -0.4076 -2.5241 -0.8444 0.2 0.0 -0.2
C -0.3811 -3.8321 -0.4156 0.6 -0.3 0.2
C 0.8197 -4.5780 -0.5167 -0.1 0.9 -0.2
N 0.9276 -5.8722 0.0615 0.3 -1.6 0.4
O 2.0182 -6.4792 -0.0507 -1.7 0.8 0.3
O -0.0559 -6.3584 0.6678 1.2 0.7 -0.7
C 1.9737 -3.9994 -1.0909 -0.3 0.1 0.2
C 1.9561 -2.6883 -1.5059 -0.4 -0.1 0.0
O 2.3984 -0.7200 -3.8905 0.4 -0.4 0.3
O 2.8889 0.7423 -1.9136 0.3 -0.2 -0.1
C 1.1092 2.7471 -3.1090 -0.1 -0.1 0.2
C 0.4088 3.7837 -3.7195 0.0 0.0 -0.3
H -0.7281 4.3906 -5.4520 0.1 -0.3 0.1
H -0.6535 2.1230 -6.5051 0.1 0.1 0.2
H 0.4683 0.2439 -5.3224 0.1 0.2 0.1
H -0.3085 -0.0966 -2.0162 0.2 -0.1 -0.1
H -1.3090 -1.9183 -0.7234 0.2 -0.3 -0.2
H -1.2556 -4.3186 0.0163 0.2 0.2 -0.1
H 2.8728 -4.6059 -1.1757 -0.2 0.2 0.1
H 2.8788 -2.2564 -1.8910 -0.4 0.0 0.0
H 1.6516 2.9086 -2.1796 -0.2 0.0 -0.2
H 0.3599 4.7570 -3.2290 0.1 -0.2 -0.2

60
Properties=species:S:1:pos:R:3:forces:R:3 method="wB97M-V/def2-TZVPD" e_homo_ev=-10.3156 molar_mass_g_mol=496.5 total_charge=+1 e_above_lowest_kj_mol=0.0
Sc -0.1094 1.3021 -0.1135 0.0 0.1 0.1
O 1.9980 -0.2117 3.0493 0.1 0.0 0.0
C 1.5481 0.5969 2.2467 0.0 0.1 0.0
N 1.6227 0.6077 0.9008 -0.2 -0.1 0.1
C 2.3517 -0.3417 0.1521 0.0 0.0 0.0
C 3.2261 -1.2992 0.6629 0.0 0.0 0.0
C 3.8777 -2.1705 -0.2083 0.0 0.0 0.0
C 3.6668 -2.0877 -1.5746 0.0 0.0 0.0
C 2.7997 -1.1347 -2.0985 0.0 0.1 0.0
C 2.1361 -0.2602 -1.2449 0.1 0.0 0.0
N 1.1922 0.7132 -1.6260 0.0 0.0 -0.1
C 1.1306 1.2348 -2.8701 0.0 0.0 0.0
O 1.7729 0.9465 -3.8629 0.0 0.0 0.0
C 0.1042 2.3557 -2.9634 0.0 0.0 0.0
C -0.0870 3.0099 -4.1664 0.0 0.0 0.0
C -1.0164 4.0335 -4.2317 0.0 0.0 0.0
C -1.7319 4.3726 -3.0915 0.0 0.0 0.0
C -1.4868 3.6712 -1.9290 0.0 0.0 0.0
N -0.5864 2.6825 -1.8564 0.0 0.0 0.0
C 0.7263 1.7631 2.7716 0.0 0.0 0.0
C 0.8052 2.1284 4.1020 0.0 0.0 0.0
C 0.0495 3.2018 4.5442 0.0 0.0 0.0
C -0.7784 3.8622 3.6485 0.0 0.0 0.0
C -0.8184 3.4211 2.3406 0.0 0.0 0.0
N -0.0778 2.3979 1.9015 0.0 0.0 0.0
H 3.4112 -1.3366 1.7253 0.0 0.0 0.0
H 4.5733 -2.8975 0.1914 0.0 0.0 0.0
H 4.1852 -2.7590 -2.2467 0.0 0.0 0.0
H 2.6407 -1.0574 -3.1626 0.0 0.0 0.0
H 0.5037 2.6960 -5.0150 0.0 0.0 0.0
H -1.1842 4.5633 -5.1599 0.0 0.0 0.0
H -2.4673 5.1639 -3.0989 0.0 0.0 0.0
H -2.0314 3.9034 -1.0207 0.0 0.0 0.0
H 1.4572 1.5652 4.7539 0.0 0.0 0.0
H 0.1024 3.5204 5.5767 0.0 0.0 0.0
H -1.3864 4.7013 3.9536 0.0 0.0 0.0
H -1.4644 3.9028 1.6160 0.0 0.0 0.0
C 0.4515 -3.3010 -0.5453 -0.1 0.0 0.0
N 0.2708 -3.2562 0.9344 0.1 0.1 0.0
C -0.2709 -4.5412 1.4478 0.0 0.0 0.0
C -0.4706 -2.0099 1.4046 0.1 0.1 -0.1
C -1.6698 -1.5921 0.5908 -0.1 0.0 0.1
C -2.7649 -2.4387 0.4344 0.0 0.0 0.1
C -3.8644 -2.0449 -0.3143 0.0 0.0 0.0
C -3.8827 -0.7854 -0.8901 0.0 0.0 0.0
C -2.8002 0.0654 -0.6983 0.0 0.0 0.0
C -1.6657 -0.2971 0.0411 0.2 0.0 -0.2
H 1.0857 -4.1501 -0.7859 0.0 0.0 0.0
H 0.9269 -2.3804 -0.8690 0.0 0.0 0.0
H -0.5265 -3.4060 -1.0062 0.0 0.0 0.0
H 1.2074 -3.1384 1.3301 0.0 0.0 0.0
H -1.2212 -4.7445 0.9657 0.0 0.0 0.0
H -0.3979 -4.4724 2.5251 0.0 0.0 0.0
H 0.4331 -5.3332 1.2042 0.0 0.0 0.0
H 0.2771 -1.2268 1.3303 0.0 -0.1 0.1
H -0.6805 -2.1666 2.4629 -0.1 -0.1 0.0
H -2.7948 -3.4097 0.9145 0.0 0.0 0.0
H -4.7044 -2.7161 -0.4347 0.0 0.0 0.0
H -4.7353 -0.4663 -1.4758 0.0 0.0 0.0
H -2.8582 1.0499 -1.1628 0.0 0.0 0.0

59
Properties=species:S:1:pos:R:3:forces:R:3 method="wB97M-V/def2-TZVPD" e_homo_ev="-13.7605 / -13.6432" molar_mass_g_mol=695.8 total_charge=+2
Os 2.3027 1.7691 -0.1804 -0.5 -0.5 -0.5
S 3.4513 -0.1928 -0.1872 0.4 0.5 -0.2
P 1.5799 -0.9974 0.2024 -0.4 0.3 0.6
C 0.7814 0.5677 0.1000 -0.1 -0.5 -0.6
P -0.2882 1.0866 -1.1928 -0.2 -0.1 0.8
S 1.1426 2.2807 -2.0886 0.7 0.3 0.1
C -1.0513 -0.0736 -2.2933 -0.1 0.0 -0.2
C -2.2302 -0.6999 -1.8744 0.0 0.0 0.0
C -2.9152 -1.5141 -2.7565 0.0 -0.1 0.0
C -2.4351 -1.6946 -4.0500 0.0 0.0 0.0
C -1.2630 -1.0772 -4.4626 0.0 0.0 0.0
C -0.5619 -0.2628 -3.5859 0.0 -0.1 0.0
C -1.5690 2.1001 -0.4606 -0.1 0.1 0.0
C -2.1416 3.1355 -1.2003 0.0 0.0 0.1
C -3.1514 3.8991 -0.6385 0.0 0.0 0.0
C -3.5922 3.6299 0.6524 0.0 0.0 0.0
C -3.0308 2.5945 1.3880 0.0 0.0 0.0
C -2.0161 1.8237 0.8339 0.0 0.0 0.0
C 1.1493 -2.2717 -0.9520 0.1 -0.2 -0.1
C 0.1057 -3.1442 -0.6238 0.1 0.1 0.0
C -0.2149 -4.1723 -1.4926 0.0 0.0 0.0
C 0.5027 -4.3332 -2.6728 0.0 0.0 0.0
C 1.5354 -3.4643 -2.9991 0.0 0.0 0.0
C 1.8640 -2.4268 -2.1415 -0.1 0.0 0.0
C 1.4979 -1.6532 1.8531 0.0 -0.1 0.1
C 1.0269 -0.8650 2.9033 0.0 -0.1 0.0
C 1.0443 -1.3670 4.1949 0.0 0.0 0.0
C 1.5394 -2.6418 4.4366 0.0 0.0 0.0
C 2.0144 -3.4252 3.3922 0.0 0.0 0.0
C 1.9935 -2.9369 2.0964 0.0 0.0 0.0
H -2.6183 -0.5382 -0.8753 0.0 0.0 0.0
H -3.8324 -1.9952 -2.4448 0.0 0.0 0.0
H -2.9892 -2.3115 -4.7452 0.0 0.0 0.0
H -0.9005 -1.2188 -5.4717 0.0 0.0 0.0
H 0.3478 0.2267 -3.9090 0.0 0.0 0.0
H -1.7955 3.3514 -2.2045 0.0 0.0 0.0
H -3.6017 4.7003 -1.2087 0.0 0.0 0.0
H -4.3796 4.2316 1.0871 0.0 0.0 0.0
H -3.3957 2.3770 2.3834 0.0 0.0 0.0
H -1.5795 1.0059 1.3974 0.0 0.0 0.0
H -0.4369 -3.0283 0.3068 0.0 0.0 0.0
H -1.0143 -4.8576 -1.2442 0.0 0.0 0.0
H 0.2625 -5.1528 -3.3373 0.0 0.0 0.0
H 2.0913 -3.6019 -3.9169 0.0 0.0 0.0
H 2.6783 -1.7569 -2.3858 0.0 0.0 0.0
H 0.6509 0.1314 2.7051 0.0 0.0 0.0
H 0.6709 -0.7688 5.0153 0.0 0.0 0.0
H 1.5582 -3.0277 5.4473 0.0 0.0 0.0
H 2.3990 -4.4166 3.5887 0.0 0.0 0.0
H 2.3592 -3.5494 1.2810 0.0 0.0 0.0
C 2.6093 4.6547 2.9799 0.1 0.0 0.0
C 1.9245 3.7172 2.0536 -0.2 0.1 0.3
N 0.6450 3.4748 2.1816 0.1 0.0 -0.2
O 2.6227 3.1813 1.1245 0.4 0.3 -0.1
H 1.9900 4.9108 3.8351 0.0 0.0 0.0
H 2.8544 5.5634 2.4259 0.0 0.0 0.0
H 3.5473 4.2129 3.3125 0.0 0.0 0.0
H 0.1043 3.9327 2.8989 0.0 0.0 0.0
H 0.1574 2.8786 1.5191 -0.1 0.0 0.1